# 1
Below is 14 unconnected molecules or ions with the total composition C33H63Cl26I2NO4S at a distorted geometry, with properties calculated with the ωB97M-V functional and the def2-TZVPD basis.

Last columns: bonded neighbours and bond lengths (Å).
Cartesian coordinates (Å):
1 C -2.88341 3.26566 0.05579  C2 1.531, H29 1.087, H30 1.089, H31 1.089
2 C -3.31892 2.68846 -1.29410  C1 1.531, C3 1.557, H32 1.095, H33 1.085
3 C -2.58885 3.32651 -2.51173  C2 1.557, C4 1.529, H34 1.097, H35 1.090
4 C -1.56681 2.35610 -3.10594  C3 1.529, N5 1.482, H36 1.086, H37 1.095
5 N -0.47072 2.16865 -2.12649  C4 1.482, C6 1.451, H38 1.014
6 C 0.17339 0.86844 -2.14351  N5 1.451, C7 1.558, S26 1.813, H39 1.093
7 C 1.45609 0.95323 -1.26378  C6 1.558, C8 1.519, H40 1.087, H41 1.090
8 C 1.44380 0.08227 -0.01946  C7 1.519, C9 1.513, C14 1.522, H42 1.083
9 C 2.79169 0.25376 0.64531  C8 1.513, I10 2.133, C11 1.342
10 I 4.46806 -0.81937 -0.12045  C9 2.133
11 C 3.03411 1.08084 1.67339  C9 1.342, C12 1.499, I13 2.119
12 C 4.34255 1.27783 2.37818  C11 1.499, H43 1.088, H44 1.083, H45 1.082
13 I 1.47352 2.28335 2.45231  C11 2.119
14 C 1.21625 -1.37099 -0.41023  C8 1.522, C15 1.530, O25 1.461, H46 1.090
15 C 1.28488 -2.33654 0.77467  C14 1.530, C16 1.543, H47 1.088, H48 1.083
16 C 0.02914 -2.14858 1.65093  C15 1.543, C17 1.532, H49 1.084, H50 1.088
17 C 0.23410 -2.66996 3.07648  C16 1.532, C18 1.538, H51 1.090, H52 1.088
18 C -0.73545 -1.96542 4.04095  C17 1.538, C19 1.538, H53 1.088, H54 1.090
19 C -2.19406 -2.36479 3.76265  C18 1.538, C20 1.536, H55 1.089, H56 1.089
20 C -3.14154 -1.16914 3.94348  C19 1.536, C21 1.544, H57 1.088, H58 1.091
21 C -3.16323 -0.19574 2.74532  C20 1.544, C22 1.543, H59 1.088, H60 1.086
22 C -4.49489 -0.21823 1.96572  C21 1.543, O23 1.412, H61 1.095, H62 1.088
23 O -4.36538 -0.51471 0.59091  C22 1.412, C24 1.407
24 C -3.86172 -1.80661 0.35312  O23 1.407, H63 1.086, H64 1.096, H65 1.092
25 O -0.08875 -1.62208 -1.01671  C14 1.461, S26 1.587
26 S -0.95815 -0.36877 -1.45432  C6 1.813, O25 1.587, O27 1.431, O28 1.432
27 O -1.60025 0.16651 -0.29238  S26 1.431
28 O -1.84484 -0.82400 -2.48279  S26 1.432
29 H -3.73719 3.55757 0.66238  C1 1.087
30 H -2.29072 4.16692 -0.09424  C1 1.089
31 H -2.28283 2.57249 0.64208  C1 1.089
32 H -4.40106 2.82987 -1.38852  C2 1.095
33 H -3.15481 1.61776 -1.35560  C2 1.085
34 H -3.32911 3.61244 -3.26847  C3 1.097
35 H -2.07095 4.22363 -2.17355  C3 1.090
36 H -2.08054 1.42419 -3.32134  C4 1.086
37 H -1.21651 2.76932 -4.05729  C4 1.095
38 H 0.26281 2.80942 -2.40738  N5 1.014
39 H 0.41546 0.51267 -3.14827  C6 1.093
40 H 1.62057 1.99917 -1.01732  C7 1.087
41 H 2.28802 0.63646 -1.89317  C7 1.090
42 H 0.67990 0.36018 0.69663  C8 1.083
43 H 4.72119 0.29801 2.66064  C12 1.088
44 H 5.05765 1.80811 1.76109  C12 1.083
45 H 4.17165 1.80290 3.30857  C12 1.082
46 H 1.96037 -1.67160 -1.14727  C14 1.090
47 H 1.25936 -3.33395 0.33955  C15 1.088
48 H 2.21423 -2.24251 1.32360  C15 1.083
49 H -0.75888 -2.72244 1.17764  C16 1.084
50 H -0.23263 -1.09300 1.66670  C16 1.088
51 H -0.00490 -3.73341 3.05911  C17 1.090
52 H 1.25560 -2.49633 3.40876  C17 1.088
53 H -0.46544 -2.24521 5.05737  C18 1.088
54 H -0.58721 -0.89193 3.92542  C18 1.090
55 H -2.45787 -3.14776 4.47205  C19 1.089
56 H -2.31426 -2.77917 2.76256  C19 1.089
57 H -4.13240 -1.52904 4.21431  C20 1.088
58 H -2.75623 -0.61891 4.80261  C20 1.091
59 H -2.35062 -0.43865 2.06351  C21 1.088
60 H -2.97824 0.81542 3.09554  C21 1.086
61 H -5.20908 -0.90152 2.43657  C22 1.095
62 H -4.93133 0.77774 2.00584  C22 1.088
63 H -4.04880 -2.05132 -0.68868  C24 1.086
64 H -4.38931 -2.54869 0.96254  C24 1.096
65 H -2.79282 -1.89078 0.56170  C24 1.092
66 C -7.28472 -3.16010 -0.89600  Cl67 1.768, Cl68 1.768, H69 1.084, H70 1.083
67 Cl -6.86354 -3.82648 0.68639  C66 1.768
68 Cl -8.68730 -3.97142 -1.60264  C66 1.768
69 H -7.51432 -2.10761 -0.77663  C66 1.084
70 H -6.43884 -3.28978 -1.56024  C66 1.083
71 C -6.34649 5.25481 -1.86267  Cl72 1.768, Cl73 1.773, H74 1.084, H75 1.081
72 Cl -5.10102 5.98893 -0.84433  C71 1.768
73 Cl -5.65291 4.11335 -3.02824  C71 1.773
74 H -7.04260 4.71792 -1.22781  C71 1.084
75 H -6.85801 6.03844 -2.40393  C71 1.081
76 C 8.22664 2.43693 2.50673  Cl77 1.771, Cl78 1.771, H79 1.085, H80 1.080
77 Cl 8.46718 0.68347 2.43979  C76 1.771
78 Cl 7.48799 2.94479 4.03382  C76 1.771
79 H 9.19342 2.92274 2.41988  C76 1.085
80 H 7.57959 2.72441 1.69149  C76 1.080
81 C 12.41055 2.89899 3.82615  Cl82 1.760, Cl83 1.774, H84 1.079, H85 1.083
82 Cl 11.39673 1.97162 4.92672  C81 1.760
83 Cl 11.44013 3.76446 2.61966  C81 1.774
84 H 12.97241 3.62349 4.39565  C81 1.079
85 H 13.07770 2.22072 3.30773  C81 1.083
86 C 2.19504 -4.73194 -2.47125  Cl87 1.769, Cl88 1.768, H89 1.084, H90 1.084
87 Cl 3.49211 -4.05461 -1.47691  C86 1.769
88 Cl 2.81670 -5.83529 -3.70483  C86 1.768
89 H 1.51533 -5.27897 -1.82852  C86 1.084
90 H 1.67520 -3.91807 -2.96347  C86 1.084
91 C 7.42523 -3.05780 0.64188  Cl92 1.767, Cl93 1.767, H94 1.083, H95 1.085
92 Cl 8.77851 -2.37632 1.55038  C91 1.767
93 Cl 7.97442 -4.18737 -0.60101  C91 1.767
94 H 6.77095 -3.58625 1.32493  C91 1.083
95 H 6.89334 -2.24786 0.15372  C91 1.085
96 C -9.00110 7.02460 -5.19895  Cl97 1.767, Cl98 1.768, H99 1.083, H100 1.083
97 Cl -8.62430 5.52043 -4.35073  C96 1.767
98 Cl -8.96265 8.41801 -4.11176  C96 1.768
99 H -8.26385 7.17339 -5.97841  C96 1.083
100 H -9.99360 6.94345 -5.62507  C96 1.083
101 C -8.10312 3.87288 1.97148  Cl102 1.771, Cl103 1.765, H104 1.083, H105 1.083
102 Cl -8.91331 3.37684 0.47734  C101 1.771
103 Cl -6.35058 3.68801 1.86576  C101 1.765
104 H -8.33360 4.91483 2.15777  C101 1.083
105 H -8.47121 3.25203 2.77945  C101 1.083
106 C 6.23559 5.81162 0.58058  Cl107 1.767, Cl108 1.770, H109 1.083, H110 1.083
107 Cl 7.84911 5.21726 0.98943  C106 1.767
108 Cl 5.02746 4.51892 0.63157  C106 1.770
109 H 5.95692 6.57389 1.29789  C106 1.083
110 H 6.26157 6.22217 -0.42134  C106 1.083
111 C 14.49402 4.04917 7.56304  Cl112 1.773, Cl113 1.769, H114 1.083, H115 1.083
112 Cl 12.73392 3.90503 7.41127  C111 1.773
113 Cl 15.37718 3.48897 6.13683  C111 1.769
114 H 14.73995 5.09106 7.72742  C111 1.083
115 H 14.81040 3.45034 8.40823  C111 1.083
116 C -10.76287 0.21168 0.15217  Cl117 1.766, Cl118 1.766, H119 1.083, H120 1.083
117 Cl -10.43856 -1.52381 0.18092  C116 1.766
118 Cl -11.77203 0.71229 1.51225  C116 1.766
119 H -9.82102 0.74260 0.20719  C116 1.083
120 H -11.28190 0.45116 -0.76814  C116 1.083
121 C 2.25299 -8.30328 -6.59617  Cl122 1.766, Cl123 1.770, H124 1.083, H125 1.083
122 Cl 3.77668 -8.94718 -5.97811  C121 1.766
123 Cl 1.01055 -9.55656 -6.72788  C121 1.770
124 H 1.89758 -7.53788 -5.91665  C121 1.083
125 H 2.42666 -7.88564 -7.58035  C121 1.083
126 C -1.04454 -12.00298 -8.86675  Cl127 1.767, Cl128 1.768, H129 1.083, H130 1.083
127 Cl 0.04622 -12.95150 -9.88338  C126 1.767
128 Cl -2.50175 -11.51269 -9.73951  C126 1.768
129 H -1.33753 -12.60685 -8.01651  C126 1.083
130 H -0.52240 -11.11216 -8.54029  C126 1.083

For the LUMO energy, the calculation gives -0.0084 Eh. As for the total charge: 0.

# 2
Below is 2 unconnected molecules or ions with the total composition C2H9N2O, with properties calculated with the ωB97M-V functional and the def2-TZVPD basis.

Last columns: bonded neighbours and bond lengths (Å).
Cartesian coordinates (Å):
1 C 0.54857 0.88914 -1.67843  N2 1.469, H5 1.086, H6 1.089, H7 1.085
2 N 0.14159 0.42175 -0.34693  C1 1.469, C3 1.288, H8 1.021
3 C -0.94484 0.82469 0.21576  N2 1.288, N4 1.332, H9 1.083
4 N -1.28918 0.57243 1.47785  C3 1.332, H10 1.011, H11 1.013
5 H 0.59583 0.04275 -2.35646  C1 1.086
6 H 1.51322 1.39172 -1.63161  C1 1.089
7 H -0.18095 1.60003 -2.05203  C1 1.085
8 H 0.77377 -0.24906 0.09272  N2 1.021
9 H -1.58083 1.53303 -0.30093  C3 1.083
10 H -0.71682 -0.05946 2.02108  N4 1.011
11 H -2.27749 0.56786 1.70098  N4 1.013
12 H 1.57333 -2.97530 0.48781  O14 0.963
13 H 0.79660 -2.35563 1.64474  O14 0.965
14 O 1.04718 -2.20396 0.72546  H12 0.963, H13 0.965

For the LUMO energy, the calculation gives -0.1240 Eh. Its energy above the lowest of the compared OMol25 structures with the same formula, charge and spin is 14.8 kcal/mol. As for the total charge: +1.

no.,DFT total energy (eV)
1,-397541.01199
2,-7241.71488